i | Entry from OMol25: a cluster of 2 separate species, NO5S in total (ωB97M-V/def2-TZVPD).

Element x y z (Å)
N1 0.32564 0.68593 -0.88962
O1 -1.54332 0.30903 1.15597
O2 1.26694 0.23146 -1.51641
O3 -0.42112 1.56786 -1.28365
O4 -0.66692 -1.69576 -0.07312
O5 1.44878 -0.63203 2.02568
S1 -0.41000 -0.46649 0.58114

## Properties
HOMO level (spin up / spin down) in hartree: -0.1885 / -0.1848
Total charge: -1

ii | Entry from OMol25: the ion NO5S with charge -1 (ωB97M-V/def2-TZVPD).

Element x y z (Å)
N1 -1.36708 -0.24766 0.31379
O1 -1.75595 0.13517 -0.77154
O2 -0.16681 -0.64963 0.43848
O3 -2.05562 -0.18220 1.31613
O4 1.90879 1.23707 0.36901
O5 1.78105 -0.36895 -1.39920
S1 1.06965 0.62065 -0.64391

## Properties
HOMO level in hartree: -0.2070
Total charge: -1

Which of them is least stable? Easy: i.